(1)
{
  "formula": "C46H54Si",
  "method": "ωB97M-V/def2-TZVPD",
  "symbols": ["C", "C", "C", "C", "Si", "H", "H", "H", "H", "H", "H", "H", "H", "H", "H", "H", "H", "C", "C", "C", "C", "C", "C", "H", "H", "H", "H", "H", "H", "C", "C", "C", "C", "C", "C", "H", "H", "H", "H", "H", "H", "C", "C", "C", "C", "C", "C", "H", "H", "H", "H", "H", "H", "C", "C", "C", "C", "C", "C", "H", "H", "H", "H", "H", "H", "C", "C", "C", "C", "C", "C", "H", "H", "H", "H", "H", "H", "C", "C", "C", "C", "C", "C", "H", "H", "H", "H", "H", "H", "C", "C", "C", "C", "C", "C", "H", "H", "H", "H", "H", "H"],
  "xyz": [[7.686, -3.458, 3.024], [6.831, -2.260, 2.237], [7.940, -1.436, 1.346], [5.653, -2.994, 1.363], [3.943, -2.271, 2.005], [8.714, -2.958, 3.316], [7.795, -4.332, 2.240], [7.059, -3.743, 3.971], [6.340, -1.488, 2.987], [7.491, -0.750, 0.512], [8.770, -2.169, 0.927], [8.516, -0.729, 2.117], [5.613, -4.146, 1.676], [5.731, -2.840, 0.204], [4.104, -0.801, 2.042], [2.816, -2.687, 1.131], [3.656, -2.822, 3.344], [5.525, -1.094, 6.406], [4.270, -0.720, 5.928], [3.161, -0.761, 6.773], [3.307, -1.180, 8.096], [4.561, -1.563, 8.571], [5.671, -1.518, 7.727], [6.390, -1.055, 5.749], [4.155, -0.396, 4.897], [2.183, -0.467, 6.402], [2.444, -1.210, 8.755], [4.675, -1.895, 9.600], [6.649, -1.814, 8.098], [0.253, -4.238, 0.521], [-0.781, -3.335, 0.276], [-1.749, -3.101, 1.253], [-1.685, -3.772, 2.474], [-0.655, -4.682, 2.715], [0.314, -4.914, 1.740], [1.011, -4.416, -0.237], [-0.833, -2.814, -0.676], [-2.553, -2.395, 1.063], [-2.437, -3.588, 3.236], [-0.609, -5.210, 3.664], [1.118, -5.621, 1.929], [1.984, 1.490, -1.824], [2.114, 0.411, -0.950], [0.978, -0.196, -0.415], [-0.290, 0.280, -0.751], [-0.420, 1.365, -1.618], [0.716, 1.969, -2.156], [2.869, 1.958, -2.246], [3.102, 0.042, -0.687], [1.080, -1.039, 0.263], [-1.175, -0.194, -0.336], [-1.408, 1.739, -1.875], [0.614, 2.813, -2.833], [-4.426, 4.836, -1.287], [-3.677, 3.813, -0.706], [-4.102, 2.489, -0.816], [-5.278, 2.189, -1.504], [-6.031, 3.213, -2.077], [-5.605, 4.537, -1.970], [-4.091, 5.867, -1.207], [-2.762, 4.047, -0.168], [-3.516, 1.691, -0.367], [-5.607, 1.157, -1.592], [-6.951, 2.980, -2.608], [-6.191, 5.335, -2.418], [-7.318, 0.027, -3.985], [-8.444, 0.019, -3.161], [-9.173, -1.157, -2.988], [-8.780, -2.324, -3.642], [-7.660, -2.314, -4.473], [-6.928, -1.139, -4.644], [-6.746, 0.942, -4.115], [-8.752, 0.930, -2.654], [-10.048, -1.164, -2.343], [-9.347, -3.241, -3.505], [-7.357, -3.222, -4.988], [-6.054, -1.132, -5.289], [3.890, 3.012, 1.993], [4.710, 4.112, 1.740], [5.874, 4.301, 2.484], [6.216, 3.392, 3.486], [5.391, 2.298, 3.746], [4.229, 2.107, 2.999], [2.987, 2.861, 1.408], [4.442, 4.821, 0.961], [6.514, 5.156, 2.284], [7.124, 3.538, 4.065], [5.655, 1.593, 4.531], [3.588, 1.253, 3.199], [-5.016, 3.357, -8.033], [-6.142, 3.349, -7.209], [-6.871, 2.174, -7.036], [-6.478, 1.006, -7.690], [-5.358, 1.016, -8.521], [-4.626, 2.191, -8.691], [-4.444, 4.272, -8.163], [-6.450, 4.260, -6.701], [-7.746, 2.167, -6.391], [-7.044, 0.089, -7.553], [-5.054, 0.108, -9.035], [-3.752, 2.198, -9.337]],
  "spin_multiplicity": 1,
  "lumo_energy_ev": 0.66,
  "smiles": "CC(C)C[SiH3].c1ccccc1.c1ccccc1.c1ccccc1.c1ccccc1.c1ccccc1.c1ccccc1.c1ccccc1"
}

(2)
{
  "formula": "C3H7N",
  "method": "ωB97M-V/def2-TZVPD",
  "symbols": ["C", "C", "H", "H", "H", "H", "C", "N", "H", "H", "H"],
  "xyz": [[0.860, 0.749, -1.674], [1.797, 1.326, -2.432], [1.163, 0.308, -0.734], [-0.145, 0.717, -2.081], [2.689, 1.836, -2.086], [1.555, 1.468, -3.475], [-1.490, -1.060, 2.825], [-2.250, -1.695, 2.030], [-0.720, -0.316, 2.608], [-1.651, -1.367, 3.869], [-1.807, -1.966, 1.150]],
  "spin_multiplicity": 1,
  "lumo_energy_ev": 0.96,
  "smiles": "C=C.C=N"
}

(3)
{
  "formula": "C3H6N3P",
  "method": "ωB97M-V/def2-TZVPD",
  "symbols": ["N", "N", "N", "C", "C", "C", "P", "H", "H", "H", "H", "H", "H"],
  "xyz": [[-2.266, 0.785, 0.192], [-1.016, 0.209, 0.159], [-0.141, 1.271, -0.068], [1.119, 1.098, -0.043], [1.792, -0.129, 0.241], [1.128, -1.326, 0.212], [-0.658, -1.474, -0.131], [-2.735, 0.750, -0.703], [-2.907, 0.221, 0.758], [1.737, 2.102, -0.175], [2.782, -0.141, 0.533], [1.671, -2.052, 0.644], [-0.507, -1.313, -1.618]],
  "spin_multiplicity": 1,
  "lumo_energy_ev": 0.21,
  "smiles": "NN1N=CC=CP1"
}

(4)
{
  "formula": "C32H60Cl2F5KLiN2NaO13S3",
  "method": "ωB97M-V/def2-TZVPD",
  "symbols": ["C", "C", "C", "C", "C", "C", "C", "C", "C", "C", "C", "C", "S", "O", "O", "Cl", "C", "C", "N", "C", "C", "C", "C", "N", "C", "C", "C", "H", "H", "H", "H", "H", "H", "H", "H", "H", "H", "H", "H", "H", "H", "H", "H", "H", "H", "H", "H", "H", "H", "H", "H", "H", "H", "H", "H", "H", "H", "H", "H", "H", "H", "H", "H", "H", "H", "H", "H", "H", "H", "C", "C", "O", "C", "O", "O", "H", "H", "H", "H", "C", "C", "C", "S", "O", "O", "C", "H", "H", "H", "H", "H", "H", "H", "H", "F", "Li", "F", "Na", "C", "O", "C", "O", "O", "C", "H", "H", "H", "H", "H", "H", "Cl", "C", "F", "F", "F", "S", "O", "O", "O", "K"],
  "xyz": [[-1.232, -0.939, -1.785], [-1.886, 0.473, -1.663], [-1.786, 1.141, -0.264], [-0.560, 2.095, -0.331], [-0.955, 3.432, 0.293], [0.802, 1.493, 0.078], [1.879, 2.005, -0.863], [3.112, 1.061, -0.867], [4.150, 1.775, -1.739], [5.251, 0.825, -2.279], [4.673, -0.359, -3.050], [5.606, -1.604, -2.992], [4.754, -3.009, -2.317], [4.656, -2.820, -0.897], [5.492, -4.174, -2.667], [2.939, -3.082, -3.122], [3.545, 0.886, 0.603], [2.419, 0.631, 1.588], [1.263, 1.578, 1.509], [0.193, 1.252, 2.534], [0.030, -0.184, 3.052], [1.014, -0.619, 4.144], [-0.238, -1.306, 2.029], [1.622, 2.999, 1.673], [2.620, 3.331, 2.417], [2.989, 2.811, 3.751], [3.488, 4.436, 1.916], [-0.243, -1.014, -1.351], [-1.114, -1.120, -2.847], [-1.908, -1.735, -1.441], [-1.514, 1.104, -2.462], [-2.963, 0.344, -1.897], [-2.665, 1.766, -0.171], [-1.812, 0.478, 0.595], [-0.525, 2.292, -1.391], [-0.243, 4.188, -0.098], [-0.882, 3.499, 1.371], [-1.958, 3.749, -0.001], [0.781, 0.435, -0.158], [2.176, 3.033, -0.689], [1.485, 1.965, -1.874], [2.844, 0.098, -1.279], [4.624, 2.585, -1.192], [3.599, 2.211, -2.574], [5.870, 1.415, -2.969], [5.922, 0.533, -1.482], [3.692, -0.617, -2.686], [4.580, -0.171, -4.123], [6.473, -1.484, -2.353], [5.995, -1.799, -3.983], [4.196, 1.715, 0.862], [4.184, 0.008, 0.666], [2.079, -0.380, 1.397], [2.839, 0.576, 2.582], [-0.781, 1.596, 2.217], [0.374, 1.851, 3.415], [-0.899, -0.120, 3.616], [0.559, -1.474, 4.631], [1.949, -0.980, 3.732], [1.176, 0.149, 4.887], [-0.272, -0.995, 0.992], [0.540, -2.056, 2.135], [-1.160, -1.828, 2.252], [2.647, 3.491, 4.524], [2.632, 1.808, 3.921], [4.072, 2.731, 3.787], [3.655, 5.139, 2.726], [4.461, 4.019, 1.682], [3.066, 4.916, 1.044], [0.330, -6.595, -1.187], [1.152, -5.346, -0.937], [0.200, -4.463, -0.393], [-0.793, -5.162, 0.162], [-1.596, -4.638, 0.872], [-0.706, -6.468, -0.168], [0.888, -7.518, -1.061], [-0.134, -6.590, -2.172], [1.940, -5.475, -0.190], [1.595, -4.926, -1.827], [-4.920, 3.674, -3.599], [-6.257, 3.014, -3.953], [-6.576, 1.981, -2.861], [-5.795, 2.586, -1.364], [-4.736, 1.657, -0.981], [-6.797, 2.999, -0.419], [-5.031, 4.024, -2.110], [-4.729, 4.560, -4.202], [-4.082, 2.958, -3.784], [-7.052, 3.766, -3.978], [-6.216, 2.547, -4.933], [-7.643, 1.885, -2.681], [-6.149, 1.008, -3.099], [-4.059, 4.211, -1.638], [-5.704, 4.867, -1.942], [1.662, -4.622, -4.799], [5.797, 1.751, -4.743], [-2.730, 2.150, -4.567], [-2.123, 5.413, -0.287], [-4.370, -5.013, 0.436], [-5.667, -4.548, 0.084], [-5.636, -3.300, -0.407], [-4.622, -2.641, -0.557], [-6.857, -2.918, -0.675], [-6.935, -1.612, -1.249], [-4.466, -6.022, 0.830], [-3.725, -5.035, -0.439], [-3.944, -4.374, 1.201], [-6.405, -1.597, -2.207], [-6.532, -0.870, -0.569], [-7.985, -1.406, -1.411], [-8.188, -1.866, 1.371], [4.703, -1.751, 6.512], [4.454, -2.041, 7.789], [5.982, -2.052, 6.268], [3.945, -2.564, 5.755], [4.351, 0.012, 6.148], [5.229, 0.738, 7.024], [2.939, 0.161, 6.451], [4.663, 0.147, 4.727], [-4.036, -0.749, -1.009]],
  "spin_multiplicity": 1,
  "lumo_energy_ev": -4.14
}